DFT (wB97M-V/def2-TZVPD) results for 5 unconnected molecules or ions with the total composition C15H37ClN3O22P3S4.

CARTESIAN COORDINATES (ANGSTROEM)
C  8.556  1.973  1.337
C  7.105  1.552  1.128
Cl  7.091  0.132  0.013
C  6.216  2.663  0.548
C  5.275  3.432  1.511
O  3.976  2.893  1.633
C  3.748  1.655  2.313
C  3.772  0.441  1.377
C  2.442  1.833  3.095
N  2.531  2.901  4.076
N  3.163  2.457  5.291
P  0.789  2.154  2.302
N  0.749  0.984  1.063
O  1.199  3.564  1.498
P  5.985  3.788  3.180
O  5.159  4.635  4.064
P  4.871  5.044  0.668
O  4.714  4.848  -0.774
O  3.630  5.598  1.459
O  5.985  6.092  1.122
H  9.115  1.864  0.408
H  9.045  1.358  2.093
H  8.625  3.018  1.644
H  6.695  1.154  2.055
H  6.862  3.386  0.040
H  5.574  2.264  -0.236
H  4.538  1.522  3.064
H  4.611  -0.219  1.599
H  3.883  0.761  0.341
H  2.856  -0.141  1.468
H  2.267  0.895  3.634
H  3.028  3.703  3.696
H  3.415  3.290  5.811
H  4.043  1.982  5.073
H  1.399  1.118  0.295
H  -0.188  0.860  0.697
H  0.516  3.747  0.847
H  6.328  2.542  3.736
H  7.263  4.289  2.855
H  2.825  5.570  0.929
H  6.895  5.790  1.076
O  -1.661  -0.319  -0.261
S  -2.318  -1.566  -0.438
O  -1.878  -2.434  -1.476
O  -3.873  -1.298  -0.559
C  -4.602  -2.062  0.428
C  -3.623  -2.177  1.580
O  -2.358  -2.383  0.915
H  -4.850  -3.033  0.009
H  -5.507  -1.519  0.686
H  -3.817  -3.028  2.226
H  -3.565  -1.261  2.169
O  -2.509  2.960  -5.112
S  -2.698  1.602  -4.743
O  -4.010  1.109  -4.506
O  -1.753  1.291  -3.502
C  -0.901  0.165  -3.785
C  -0.688  0.239  -5.284
O  -1.986  0.631  -5.777
H  -1.413  -0.753  -3.497
H  0.017  0.272  -3.214
H  -0.430  -0.721  -5.717
H  0.041  1.000  -5.564
O  -1.408  -2.863  -5.621
S  -2.146  -4.063  -5.823
O  -1.782  -4.947  -6.869
O  -3.684  -3.672  -5.924
C  -4.462  -4.395  -4.957
C  -3.494  -4.606  -3.809
O  -2.250  -4.897  -4.477
H  -4.790  -5.337  -5.399
H  -5.320  -3.783  -4.691
H  -3.743  -5.459  -3.183
H  -3.368  -3.715  -3.199
O  -6.627  -4.033  3.327
S  -7.211  -4.251  2.053
O  -6.375  -4.491  0.929
O  -8.206  -3.048  1.750
C  -9.525  -3.539  1.440
C  -9.620  -4.823  2.243
O  -8.305  -5.396  2.105
H  -9.592  -3.719  0.367
H  -10.244  -2.784  1.741
H  -10.337  -5.533  1.843
H  -9.819  -4.635  3.298

lowest unoccupied orbital energy: -0.02 eV
SMILES: C[C@H](Cl)C[C@@](O[C@H](C)[C@@H](NN)P(N)O)([PH2]=O)P(=O)(O)O.O=S1(=O)OCCO1.O=S1(=O)OCCO1.O=S1(=O)OCCO1.O=S1(=O)OCCO1
M: 868.10 g/mol
DFT total energy: -5490.31362 a.u.

DFT (wB97M-V/def2-TZVPD) results for a molecular structure, C16H43F6K2N2O19S5 at a distorted geometry.

CARTESIAN COORDINATES (ANGSTROEM)
K  0.301  -3.259  -0.261
K  -1.023  -0.222  -3.657
C  2.566  2.346  -2.502
F  2.440  3.193  -1.522
F  1.908  2.740  -3.568
F  3.801  2.094  -2.789
S  1.802  0.678  -2.015
O  1.853  -0.053  -3.280
O  2.641  0.065  -1.019
N  0.211  1.027  -1.559
S  0.056  0.726  0.008
O  0.222  -0.670  0.409
O  0.719  1.674  0.866
C  -1.824  1.027  0.172
F  -2.128  2.212  -0.306
F  -2.468  0.103  -0.562
F  -2.244  0.894  1.408
C  -2.766  -2.056  2.602
O  -3.336  -3.292  2.173
H  -3.290  -1.193  2.202
H  -2.737  -2.097  3.696
H  -1.700  -1.952  2.372
H  -4.282  -3.142  2.091
C  -2.816  3.883  2.440
O  -1.909  4.801  1.853
H  -2.308  3.061  2.951
H  -3.387  4.347  3.256
H  -3.543  3.586  1.689
H  -1.213  4.979  2.494
C  3.940  5.536  -4.798
O  3.540  4.266  -5.255
H  3.330  6.365  -5.167
H  4.047  5.605  -3.712
H  4.936  5.790  -5.165
H  2.654  4.075  -4.949
C  -0.658  4.581  -2.308
O  -0.920  3.274  -2.796
H  -1.417  5.221  -2.752
H  -0.612  4.669  -1.220
H  0.320  4.965  -2.619
H  -0.542  2.605  -2.227
O  5.161  -1.291  1.826
S  3.762  -1.578  2.045
O  2.986  -2.461  1.188
O  3.517  -2.187  3.516
C  4.373  -1.726  4.571
C  5.682  -2.558  4.622
C  2.796  -0.034  2.286
H  3.838  -1.837  5.511
H  4.712  -0.686  4.554
H  6.123  -2.344  5.597
H  6.371  -2.280  3.833
H  5.374  -3.601  4.578
H  3.176  0.444  3.181
H  1.800  -0.457  2.337
H  3.081  0.541  1.407
O  -7.833  -3.149  -1.145
S  -8.252  -2.381  -0.014
O  -8.972  -2.935  1.102
O  -6.905  -1.716  0.566
C  -6.882  -0.823  1.692
C  -6.013  0.368  1.364
C  -9.266  -0.979  -0.581
H  -6.303  -1.375  2.436
H  -7.871  -0.557  2.057
H  -5.429  0.215  0.457
H  -5.298  0.531  2.174
H  -6.557  1.312  1.313
H  -10.152  -1.419  -1.032
H  -8.657  -0.588  -1.397
H  -9.518  -0.285  0.211
O  2.165  -4.737  -1.805
S  3.246  -5.558  -2.310
O  3.530  -6.811  -1.677
O  2.903  -5.893  -3.885
C  1.975  -5.026  -4.543
C  2.462  -3.595  -4.709
C  4.749  -4.575  -2.537
H  0.978  -4.958  -4.098
H  1.775  -5.483  -5.511
H  3.457  -3.510  -5.148
H  2.381  -2.932  -3.848
H  1.831  -3.077  -5.443
H  5.451  -4.898  -1.774
H  4.498  -3.521  -2.428
H  5.078  -4.701  -3.563
C  1.776  2.663  3.674
N  1.069  3.936  3.917
O  1.414  4.915  3.292
O  0.242  3.911  4.811
H  1.854  2.588  2.587
H  1.336  1.796  4.141
H  2.821  2.850  3.931

total charge: +1
lowest unoccupied orbital energy: -3.75 eV
M: 920.03 g/mol
DFT total energy: -5964.12331 a.u.

DFT (wB97M-V/def2-TZVPD) results for a molecular structure, C19H17BCl2F4N2OS5Y at a distorted geometry.

CARTESIAN COORDINATES (ANGSTROEM)
Y  0.768  0.972  0.179
O  6.847  -2.999  -0.656
C  5.764  -2.514  -0.545
S  4.457  -2.974  0.639
C  3.277  -1.770  0.242
C  3.543  -0.928  -0.985
S  2.358  0.035  -1.802
S  5.121  -1.070  -1.519
S  1.914  -1.453  1.281
N  4.076  2.818  2.518
C  3.346  1.700  2.680
N  3.922  0.516  2.714
S  1.648  1.848  2.746
H  5.040  2.820  2.848
H  3.613  3.694  2.263
H  4.905  0.391  2.517
H  3.265  -0.297  2.637
C  -6.010  -1.554  1.218
C  -5.297  -2.173  0.211
C  -3.937  -1.913  0.175
C  -3.332  -1.019  1.047
C  -4.086  -0.465  2.142
C  -5.434  -0.794  2.243
C  -2.029  -0.326  0.728
C  -1.276  -0.524  -0.373
C  -1.129  -1.423  -1.469
C  -0.658  -2.743  -1.381
C  -0.273  -3.464  -2.478
C  -0.438  -2.953  -3.727
C  -0.869  -1.640  -3.882
C  -1.210  -0.853  -2.811
H  -7.116  -1.629  1.315
H  -5.817  -2.779  -0.555
H  -3.309  -2.449  -0.573
H  -3.578  0.163  2.897
H  -6.099  -0.463  3.023
H  -1.893  0.578  1.293
H  -0.529  -3.141  -0.354
H  0.117  -4.485  -2.406
H  -0.188  -3.471  -4.679
H  -0.898  -1.276  -4.924
H  -1.635  0.114  -2.961
Cl  2.527  3.884  -0.124
C  1.544  5.202  0.779
Cl  2.474  5.991  2.101
H  0.745  4.623  1.225
H  1.236  5.964  0.017
F  -2.413  2.584  -1.522
B  -1.150  2.897  -1.142
F  -0.856  2.485  0.259
F  -0.837  4.231  -1.236
F  -0.214  2.033  -1.831

total charge: -1
lowest unoccupied orbital energy: 1.87 eV
energy relative to the best compared isomer or geometry (same formula, charge and spin): 51.5 kJ/mol
M: 696.31 g/mol
DFT total energy: -4293.34901 a.u.

Question: Among the records above, which one has the lowest M?
Answer: C19H17BCl2F4N2OS5Y

Question: The lowest M belongs to which entry?
Answer: C19H17BCl2F4N2OS5Y

Question: The highest DFT total energy belongs to which entry?
Answer: C19H17BCl2F4N2OS5Y

Question: Which formula does entry 1 have?
Answer: C15H37ClN3O22P3S4